No. 1
C35H24N12O7P2SSc as an isolated structure at a distorted geometry, computed with the ωB97M-V functional and the def2-TZVPD basis.

Its charge is -1. The calculation puts the energy at -4374.2697 hartree. As for the energy above the lowest of the compared OMol25 structures with the same formula, charge and spin: 25.9 kJ/mol.

Structure (XYZ):
```
82
Properties=species:S:1:pos:R:3:lowdin_charge:R:1
Sc 0.057 -0.294 -0.019 0.934
C -3.643 3.555 -4.036 -0.092
C -2.813 3.028 -5.029 -0.089
C -1.683 2.293 -4.706 -0.011
C -1.405 2.095 -3.364 -0.116
C -0.354 1.362 -2.666 -0.341
N 0.659 0.806 -3.296 0.210
C 1.644 0.182 -2.667 -0.276
C 2.659 -0.585 -3.382 -0.095
C 2.817 -0.922 -4.716 -0.011
C 3.862 -1.770 -5.048 -0.088
C 4.726 -2.268 -4.070 -0.089
C 4.565 -1.936 -2.733 -0.014
C 3.519 -1.090 -2.403 -0.098
C 2.985 -0.627 -1.126 -0.284
N 3.503 -1.006 0.028 0.213
C 2.908 -0.790 1.189 -0.266
N 1.742 -0.132 1.411 0.093
C 1.488 -0.129 2.750 -0.276
N 0.509 0.487 3.382 0.212
C -0.438 1.170 2.761 -0.276
N -0.611 1.329 1.419 0.096
C -1.656 2.165 1.219 -0.283
N -2.159 2.574 0.060 0.191
C -1.673 2.181 -1.099 -0.294
N -0.589 1.388 -1.324 0.071
C -2.235 2.621 -2.370 -0.104
C -3.362 3.361 -2.692 -0.020
C -2.218 2.575 2.499 -0.105
C -3.270 3.411 2.843 -0.026
C -3.552 3.573 4.190 -0.097
C -2.796 2.919 5.169 -0.094
C -1.741 2.089 4.828 -0.016
C -1.456 1.925 3.480 -0.096
C 2.540 -0.862 3.444 -0.095
C 2.728 -1.202 4.775 -0.015
C 3.843 -1.959 5.096 -0.092
C 4.752 -2.361 4.112 -0.093
C 4.566 -2.022 2.782 -0.017
C 3.445 -1.273 2.456 -0.096
N 1.885 0.146 -1.333 0.087
H -4.521 4.119 -4.326 0.094
H -3.068 3.189 -6.069 0.095
H -1.044 1.870 -5.471 0.113
H 2.131 -0.546 -5.465 0.111
H 3.997 -2.075 -6.078 0.095
H 5.523 -2.939 -4.366 0.095
H 5.221 -2.331 -1.969 0.109
H -3.997 3.767 -1.915 0.107
H -3.842 3.919 2.077 0.106
H -4.366 4.219 4.494 0.093
H -3.046 3.066 6.212 0.094
H -1.158 1.578 5.582 0.110
H 2.022 -0.886 5.532 0.110
H 4.013 -2.255 6.124 0.095
H 5.610 -2.955 4.400 0.094
H 5.265 -2.329 2.015 0.109
C -6.542 -0.829 -0.229 -0.006
C -5.537 -1.256 -1.230 -0.350
N -5.755 -1.988 -2.267 0.106
N -4.523 -2.121 -2.847 0.015
C -3.528 -1.492 -2.182 -0.746
S -1.931 -1.391 -2.612 0.751
N -4.209 -0.909 -1.144 -0.083
N -3.612 -0.206 -0.116 0.141
H -7.512 -1.225 -0.515 0.081
H -6.599 0.259 -0.170 0.080
H -6.262 -1.226 0.748 0.090
H -4.393 -2.753 -3.613 0.141
H -3.545 -0.844 0.679 0.063
H -4.212 0.567 0.140 0.097
O -0.959 -3.675 2.484 -0.108
P -1.626 -2.711 1.402 0.234
O -3.077 -2.562 1.617 -0.277
O -0.826 -1.416 1.344 -0.333
O -1.356 -3.484 -0.004 -0.257
P 0.117 -3.464 -0.700 0.229
O 1.032 -4.029 0.548 -0.148
O 0.183 -4.408 -1.818 -0.265
O 0.530 -2.020 -0.862 -0.371
H -0.048 -3.879 2.197 0.054
H 1.423 -4.854 0.226 0.084
```

---

No. 2
C13H16Br3F9O6 as an isolated structure at a distorted geometry, computed with the ωB97M-V functional and the def2-TZVPD basis.

The calculation puts the energy at -9577.2598 hartree. As for the energy above the lowest of the compared OMol25 structures with the same formula, charge and spin: 11.0 kJ/mol.

Structure (XYZ):
```
47
Properties=species:S:1:pos:R:3:lowdin_charge:R:1
C -2.885 -1.521 -1.588 -1.526
Br -3.157 -3.437 -1.829 0.588
Br -1.259 -0.853 -2.396 0.671
Br -2.940 -1.009 0.337 0.577
H -3.683 -0.984 -2.078 -0.033
C 1.109 -4.232 -7.800 -0.063
C 2.165 -4.350 -6.707 -0.199
O 1.536 -3.800 -5.549 0.029
C 1.989 -4.142 -4.358 -0.403
O 2.953 -4.810 -4.168 0.183
C 1.161 -3.526 -3.214 -0.554
F 1.626 -3.991 -2.053 0.169
F 1.290 -2.184 -3.166 0.089
F -0.125 -3.840 -3.332 0.126
H 1.424 -4.635 -8.764 0.080
H 0.746 -3.219 -7.952 0.079
H 0.288 -4.886 -7.499 0.081
H 3.073 -3.790 -6.929 0.131
H 2.413 -5.405 -6.600 0.128
C 0.195 1.676 -0.232 -0.090
C -0.177 2.701 0.813 -0.193
O 0.457 2.442 2.074 0.002
C 1.768 2.629 2.152 -0.387
O 2.474 2.909 1.233 0.177
C 2.302 2.285 3.570 -0.549
F 1.405 2.576 4.510 0.168
F 2.592 0.989 3.626 0.183
F 3.396 3.009 3.790 0.180
H 1.096 1.976 -0.767 0.079
H -0.599 1.681 -0.980 0.041
H 0.306 0.677 0.183 0.081
H -1.256 2.593 0.949 0.113
H -0.058 3.750 0.543 0.136
C -1.718 0.469 3.250 -0.096
C -2.168 1.224 4.482 -0.176
O -1.567 2.529 4.387 0.022
C -1.549 3.243 5.498 -0.408
O -2.066 2.968 6.533 0.175
C -0.772 4.590 5.385 -0.556
F -1.480 5.580 5.904 0.185
F 0.365 4.462 6.077 0.165
F -0.484 4.858 4.107 0.161
H -0.644 0.319 3.216 0.084
H -2.164 0.899 2.349 0.029
H -2.262 -0.482 3.191 0.058
H -1.872 0.703 5.390 0.133
H -3.247 1.360 4.414 0.134
```

---

No. 3
C23H52N5O8V as an isolated structure at a distorted geometry, computed with the ωB97M-V functional and the def2-TZVPD basis.

Its expectation value of S² is 6.00. The calculation puts the energy at -2727.1246 hartree. The spin multiplicity is 5.

Structure (XYZ):
```
89
Properties=species:S:1:pos:R:3:mulliken_spin:R:1
V -2.303 3.215 -19.812 4.133
C 1.311 2.144 -21.291 0.035
C 1.148 3.447 -20.548 -0.137
O -0.110 3.621 -19.992 -0.111
H 1.379 1.305 -20.599 -0.004
H 2.172 1.894 -21.911 0.007
H 0.461 1.999 -21.958 0.040
H 1.377 4.265 -21.231 0.006
H 1.938 3.545 -19.803 0.007
C 6.185 6.809 -19.388 0.000
O 6.543 7.201 -18.319 0.000
N 5.181 5.854 -19.544 0.000
C 4.387 5.296 -18.422 0.000
C 4.887 5.272 -20.842 0.001
H 6.573 7.233 -20.327 0.000
H 3.331 5.358 -18.686 0.000
H 4.615 5.862 -17.519 0.000
H 4.676 4.255 -18.278 0.000
H 5.606 5.667 -21.560 0.000
H 4.808 4.188 -20.754 0.000
H 3.924 5.533 -21.281 0.000
C 3.947 1.734 -18.734 0.001
O 3.651 1.915 -17.560 0.000
N 4.479 0.654 -19.264 0.000
C 4.886 0.525 -20.663 0.000
C 4.780 -0.538 -18.468 0.000
H 3.793 2.575 -19.428 0.000
H 5.960 0.336 -20.654 0.000
H 4.850 1.448 -21.243 0.000
H 4.268 -0.242 -21.130 0.000
H 4.242 -1.390 -18.883 0.000
H 5.829 -0.729 -18.694 0.000
H 4.691 -0.454 -17.385 0.000
C 1.612 9.539 -23.279 0.000
O 1.470 9.717 -24.465 0.000
N 1.661 8.281 -22.774 0.000
C 2.031 8.029 -21.399 0.000
C 1.415 7.048 -23.565 0.001
H 1.881 10.367 -22.605 0.000
H 1.466 7.235 -20.910 0.000
H 2.000 8.852 -20.685 0.000
H 3.081 7.737 -21.403 0.000
H 2.356 6.499 -23.583 0.000
H 0.706 6.378 -23.078 -0.001
H 0.981 7.360 -24.515 0.000
C -1.640 0.932 -17.637 -0.009
O -1.819 2.096 -17.991 0.013
N -0.470 0.383 -17.233 0.000
C -0.375 -0.988 -16.767 0.000
C 0.739 1.134 -17.056 0.001
H -2.389 0.125 -17.624 -0.001
H -1.306 -1.547 -16.857 0.000
H 0.106 -0.947 -15.790 0.000
H 0.286 -1.471 -17.486 0.000
H 0.648 2.175 -17.368 0.001
H 1.002 1.138 -15.998 0.000
H 1.531 0.724 -17.682 0.001
C -3.759 5.285 -21.742 0.000
O -3.382 4.124 -21.473 -0.047
N -2.972 6.402 -21.723 0.017
C -3.531 7.739 -21.923 0.004
C -1.565 6.411 -21.344 0.041
H -4.771 5.488 -22.122 0.003
H -2.994 8.220 -22.740 0.000
H -3.398 8.362 -21.038 -0.001
H -4.570 7.610 -22.224 0.000
H -1.099 5.425 -21.354 0.006
H -1.067 7.114 -22.011 0.007
H -1.383 6.724 -20.316 -0.022
C 0.376 -0.751 -23.029 0.004
C 0.434 -1.559 -21.758 0.004
O -0.627 -1.883 -21.204 -0.002
C 1.784 -1.856 -21.162 -0.001
H 0.774 -1.276 -23.896 0.000
H 0.907 0.187 -22.870 -0.006
H -0.613 -0.471 -23.394 0.001
H 2.295 -0.905 -21.310 0.001
H 2.157 -2.678 -21.774 0.000
H 1.789 -2.276 -20.156 0.000
C -1.658 3.498 -24.101 -0.064
C -0.400 3.800 -24.946 0.008
O -0.467 4.577 -25.901 0.001
C 0.858 3.142 -24.522 -0.003
H -1.398 2.938 -23.203 0.066
H -2.385 2.861 -24.604 -0.002
H -2.199 4.396 -23.800 -0.001
H 1.216 3.613 -23.607 0.000
H 1.578 3.294 -25.327 0.000
H 0.840 2.074 -24.309 0.001
```

---

No. 4
C21H19F4IrN3 as an isolated structure at a distorted geometry, computed with the ωB97M-V functional and the def2-TZVPD basis.

Its charge is +2. Its expectation value of S² is 0.80. The calculation puts the energy at -1479.0584 hartree. The spin multiplicity is 2. As for the energy above the lowest of the compared OMol25 structures with the same formula, charge and spin: 112.5 kJ/mol.

Structure (XYZ):
```
48
Properties=species:S:1:pos:R:3:mulliken_spin:R:1
Ir -0.092 0.680 0.065 0.014
C 1.838 1.600 2.138 -0.001
N 1.638 0.540 1.114 0.004
C 2.753 0.628 0.122 -0.001
C 1.688 -0.829 1.740 0.028
C 0.367 -1.203 2.384 -0.081
N -0.663 -0.917 1.387 0.472
C -1.876 -1.467 1.364 0.050
C -2.745 -1.094 0.294 0.134
F -2.298 -0.184 -0.606 0.008
C -3.999 -1.619 0.156 -0.062
F -4.750 -1.251 -0.864 -0.007
C -4.487 -2.531 1.093 0.258
C -3.692 -2.886 2.174 -0.073
F -4.153 -3.718 3.086 -0.010
C -2.423 -2.370 2.325 0.176
F -1.712 -2.697 3.392 0.021
H 2.826 1.477 2.582 0.000
H 1.081 1.518 2.914 0.001
H 1.772 2.572 1.657 0.000
H 3.694 0.369 0.613 0.000
H 2.803 1.635 -0.276 0.000
H 2.578 -0.085 -0.686 -0.001
H 2.521 -0.862 2.443 0.001
H 1.897 -1.533 0.933 0.003
H 0.176 -0.621 3.291 0.026
H 0.393 -2.249 2.681 0.012
H -5.481 -2.945 0.985 0.009
C -2.188 3.182 2.802 -0.002
C -2.105 4.429 2.187 0.000
C -1.441 4.545 0.981 0.000
C -0.854 3.430 0.395 -0.003
N -0.935 2.225 1.025 0.002
C -1.594 2.106 2.190 0.005
C -0.159 3.398 -0.892 0.015
C -0.007 4.485 -1.748 0.001
C 0.626 4.301 -2.966 0.000
C 1.088 3.044 -3.338 0.001
C 0.940 1.957 -2.481 0.004
C 0.326 2.128 -1.249 -0.004
H -2.706 3.041 3.739 0.000
H -2.559 5.297 2.644 0.000
H -1.373 5.499 0.479 0.000
H -1.635 1.118 2.632 0.003
H -0.382 5.466 -1.487 0.000
H 0.752 5.141 -3.635 0.000
H 1.566 2.911 -4.299 0.001
H 1.299 0.981 -2.795 -0.001
```

---

No. 5
C2H6NP in the gas phase at a distorted geometry, computed with the ωB97M-V functional and the def2-TZVPD basis.

The calculation puts the energy at -475.8330 hartree. As for the energy above the lowest of the compared OMol25 structures with the same formula, charge and spin: 63.2 kJ/mol.

Structure (XYZ):
```
10
Properties=species:S:1:pos:R:3:lowdin_charge:R:1
C 0.154 0.601 1.979 -0.145
C 0.521 0.435 -0.500 -0.472
N -0.084 1.180 0.906 -0.074
P -1.009 0.255 -1.511 0.742
H -0.246 1.061 2.876 0.060
H 0.726 -0.319 2.121 0.066
H 1.016 -0.489 -0.210 0.043
H 1.202 1.167 -0.920 0.041
H -0.479 -0.733 -2.348 -0.135
H -1.599 -0.711 -0.689 -0.126
```